This record from the Open Molecules 2025 dataset describes a 3-piece molecular cluster, C8H12OS overall at a distorted geometry. The level of theory is wB97M-V/def2-TZVPD.

```
22
Properties=species:S:1:pos:R:3:forces:R:3:nbo_charge:R:1
C 1.825441 -1.112689 1.449651 -0.0966 3.4796 2.5158 -0.4306
C -1.785116 -0.313322 2.135246 1.2489 -2.3254 0.1774 -0.3915
C -2.309408 -1.827006 -1.352451 3.6090 0.9632 0.5941 -0.7196
C 1.958182 0.018043 0.760964 -0.6848 -1.5603 0.9738 0.0027
C 1.655061 1.970957 -0.834950 0.1964 1.4203 -0.6612 -0.1991
C -1.796214 0.953459 1.929311 -2.4338 2.9964 -1.2935 -0.3813
C 1.811388 1.103157 0.129161 0.3478 0.1555 -0.1327 -0.0582
C 1.825250 1.483064 -2.275073 2.2219 -1.5292 0.8372 -0.6393
O 0.176506 -2.252052 -1.138738 1.2685 -0.7723 0.2039 -0.9189
S -0.791713 -1.180365 -1.216296 -3.0771 -0.0773 -0.5763 1.2033
H 1.697209 -2.031060 1.020241 0.1985 -2.2214 -1.2541 0.2252
H 1.677676 -1.048039 2.582274 0.2652 -0.0802 -1.6839 0.2123
H -0.855301 -0.868913 2.178349 0.0978 0.0617 0.5296 0.1939
H -2.657581 -0.908525 2.178129 -0.9127 -0.4374 -0.2016 0.1896
H -2.340174 -2.856544 -1.175501 -0.1649 -1.5738 -0.0970 0.2218
H -3.180501 -1.280333 -1.358912 -1.6090 1.4572 -0.1581 0.2188
H -2.783797 1.431426 1.600138 1.4289 -0.4003 0.9707 0.1857
H 1.323529 3.036970 -0.654805 0.6480 -1.2747 -0.1358 0.2173
H -0.945677 1.598933 1.938481 0.5564 0.1171 -0.1706 0.2012
H 0.966363 1.788410 -2.751329 -2.4229 0.0235 -1.3488 0.2089
H 2.603552 1.990861 -2.976357 -0.6170 -1.0190 1.8108 0.2268
H 1.925324 0.303567 -2.167534 -0.0688 2.5967 -0.8996 0.2310
```
Forces are in eV/Å.

Calculated values
Orbital gap (Eh): 0.3072
E_HOMO (eV): -8.60
Energy relative to the best compared isomer or geometry (same formula, charge and spin) (kcal/mol): 136.0
LUMO (eV): -0.2
Largest force on an atom (hartree/bohr): 0.084
Molar mass (g/mol): 156.250